Record 1
{"formula": "C35H34BF6NO2S", "method": "ωB97M-V/def2-TZVPD", "homo_lumo_gap_ev": 7.1, "energy_ev": -70247.840, "homo_ev": -7.23, "charge": 0, "relative_energy_ev": 3.440, "symbols": ["C", "C", "C", "C", "C", "B", "C", "C", "C", "C", "F", "F", "F", "C", "C", "C", "F", "F", "F", "C", "O", "C", "C", "C", "C", "C", "O", "S", "H", "H", "H", "H", "H", "H", "H", "H", "H", "H", "H", "H", "H", "H", "H", "H", "H", "H", "C", "C", "N", "C", "C", "C", "C", "C", "C", "C", "C", "C", "C", "C", "C", "C", "C", "C", "H", "H", "H", "H", "H", "H", "H", "H", "H", "H", "H", "H", "H", "H", "H", "H"], "xyz": [[-3.3232, 5.1152, -1.6099], [-2.4089, 3.9532, -1.6245], [-2.1351, 3.0919, -2.6889], [-1.0784, 2.2014, -2.3895], [-0.4402, 2.5302, -1.1958], [-0.2951, -0.5272, 0.4052], [0.9015, 2.2496, -0.8810], [1.4794, 2.6952, 0.3167], [2.6733, 3.3972, 0.1912], [3.1624, 4.2982, 1.3036], [4.0638, 5.2229, 0.8437], [2.1559, 4.9857, 1.9142], [3.7992, 3.5512, 2.2769], [3.4072, 3.3684, -1.0030], [2.9393, 2.5809, -2.0618], [3.5837, 2.5100, -3.4221], [4.0451, 1.2314, -3.6913], [2.6691, 2.7918, -4.4064], [4.6205, 3.3713, -3.5510], [1.7286, 1.9477, -1.9805], [-0.7338, 0.6063, 1.1493], [-2.1289, 0.5004, 1.3906], [-2.9312, -0.2628, 0.2824], [-3.5164, -1.4660, 0.9888], [-4.0017, 0.6718, -0.2346], [-2.1535, -0.8129, -0.9566], [-0.7673, -0.5838, -0.9327], [-1.3915, 3.6688, -0.2396], [-3.6488, 5.3303, -2.6337], [-4.1983, 4.9377, -0.9644], [-2.7587, 5.9696, -1.2070], [-2.6497, 3.1083, -3.6523], [-0.6893, 1.3958, -3.0176], [0.9408, 2.5495, 1.2511], [4.3154, 3.9435, -1.1337], [1.3355, 1.3990, -2.8483], [-2.1409, -0.0240, 2.3581], [-2.4656, 1.5262, 1.5741], [-4.0669, -2.0708, 0.2644], [-2.7007, -2.0752, 1.4091], [-4.1843, -1.1401, 1.7954], [-4.6056, 0.1252, -0.9767], [-4.6453, 1.0166, 0.5925], [-3.5426, 1.5552, -0.7196], [-2.1654, -1.9118, -0.9667], [-2.5759, -0.4562, -1.9139], [1.5169, -0.2048, 3.2517], [0.7308, -1.2796, 2.6554], [0.1927, -2.2906, 3.3544], [0.2387, -2.4060, 4.7977], [-0.4649, -3.2013, 2.5173], [-0.2755, -2.7944, 1.1909], [-0.7510, -3.5976, 0.1498], [-1.4569, -4.7605, 0.4799], [-1.6812, -5.1288, 1.8246], [-1.1811, -4.3372, 2.8634], [0.4706, -1.5288, 1.2553], [1.2515, -0.7391, 0.1297], [1.7764, -1.6794, -0.9105], [2.1685, -2.9996, -0.6011], [2.6046, -3.8549, -1.6081], [2.8011, -3.3867, -2.9162], [2.4425, -2.0649, -3.2110], [1.8460, -1.2704, -2.2412], [1.4909, 0.6821, 2.6104], [1.1652, 0.0794, 4.2475], [2.5687, -0.5081, 3.3442], [-0.5142, -3.1224, 5.1213], [1.2173, -2.7549, 5.1472], [0.0348, -1.4331, 5.2597], [-0.4865, -3.3522, -0.8854], [-1.8447, -5.3759, -0.3319], [-2.2189, -6.0601, 2.0227], [-1.3394, -4.5847, 3.9018], [1.9134, 0.0447, 0.4861], [2.1306, -3.3419, 0.4315], [2.8552, -4.8875, -1.3794], [3.2418, -4.0192, -3.7005], [2.6312, -1.6172, -4.1847], [1.4475, -0.2910, -2.4767]], "forces_ev_per_a": [[-0.286, 0.262, 0.258], [0.343, -0.969, -0.920], [-0.561, 0.470, 1.195], [0.858, 0.542, 0.957], [-3.046, -1.016, -0.369], [1.258, 5.110, -3.913], [1.511, -0.581, 0.054], [0.268, 0.318, -0.431], [0.696, 0.002, -0.222], [0.592, -0.192, 0.396], [-0.837, -0.836, 0.649], [0.853, -0.613, -0.417], [-0.547, 0.904, -0.623], [-0.098, 0.003, -0.249], [0.448, -0.118, 0.082], [0.439, -0.549, -0.272], [-0.349, 1.411, 0.154], [0.956, -0.145, 0.657], [-0.623, -0.645, -0.119], [-0.532, 0.461, 0.219], [-0.238, 0.371, -0.379], [1.316, 0.085, 0.178], [0.104, 0.306, 0.275], [-0.398, -0.292, 0.080], [-0.454, 0.250, -0.166], [0.365, -0.536, -0.144], [-1.799, -0.622, 0.361], [0.536, -0.365, -1.840], [-0.052, 0.058, 0.301], [0.171, 0.170, -0.264], [-0.445, -0.009, -0.218], [0.040, 0.117, 0.447], [-0.280, 0.532, 0.012], [-0.169, 0.698, -0.204], [-0.166, 0.024, 0.130], [0.119, 0.888, 0.485], [-0.864, -0.168, -0.063], [-0.400, -0.189, -0.262], [-0.147, -0.133, 0.215], [-0.434, 0.090, -0.075], [0.036, -0.220, -0.061], [-0.055, 0.374, 0.197], [0.076, -0.074, -0.347], [-0.249, -0.411, 0.169], [-1.096, 0.105, -0.050], [0.092, 0.093, 0.444], [0.453, 0.761, 0.205], [-1.051, -1.646, -1.627], [-0.085, 0.389, 0.323], [0.040, 0.071, 0.370], [-0.008, 0.071, -0.185], [0.904, -0.114, 0.226], [-0.038, -0.544, -0.048], [0.240, 0.557, 0.048], [0.156, 0.257, -0.152], [-0.255, -0.403, -0.441], [2.427, -2.443, 2.503], [0.269, -1.213, 1.624], [-0.176, -0.278, 0.114], [0.096, 0.527, -0.400], [0.382, 0.045, -0.414], [-0.081, 0.364, 0.038], [0.008, -0.235, -0.010], [0.240, 0.020, 0.279], [-0.050, -0.260, 0.129], [0.010, -0.065, -0.141], [-0.146, -0.011, -0.020], [0.045, 0.152, 0.020], [-0.135, 0.043, -0.169], [-0.038, -0.288, -0.086], [-0.351, -0.074, 0.452], [0.147, 0.033, 0.287], [0.141, 0.441, 0.106], [-0.049, -0.241, 0.023], [0.154, -0.426, 0.371], [-0.028, -0.003, -0.260], [0.005, 0.139, 0.065], [-0.277, 0.239, 0.510], [-0.141, -0.332, 0.001], [0.241, -0.493, -0.048]]}


Record 2
{"formula": "C4H10O2", "method": "ωB97M-V/def2-TZVPD", "homo_lumo_gap_ev": 10.3, "energy_ev": -8402.947, "homo_ev": -9.59, "charge": 0, "relative_energy_ev": 2.600, "symbols": ["C", "C", "C", "C", "H", "H", "H", "H", "H", "H", "O", "H", "H", "O", "H", "H"], "xyz": [[-0.3432, -1.4870, 1.4107], [-0.9922, -0.7681, 0.4981], [-0.8932, -0.7865, -0.9676], [-0.3126, 0.1227, -1.7375], [0.2458, -2.3656, 1.1616], [-0.5487, -1.3149, 2.4492], [-1.7214, -0.0787, 0.8972], [-1.3196, -1.6632, -1.4508], [-0.2175, -0.1184, -2.7913], [0.0684, 1.0452, -1.3202], [-0.3301, 2.2473, 1.3750], [-0.7121, 2.8846, 1.9757], [0.0736, 2.6531, 0.6040], [2.2903, -0.2127, -0.7340], [2.3445, 0.0777, -1.6547], [1.5277, -0.1691, -0.1523]], "forces_ev_per_a": [[-0.359, -0.638, -0.801], [-0.295, 0.466, 0.671], [0.018, -0.784, -0.244], [-0.611, -0.324, 0.081], [0.371, 0.354, -0.059], [-0.013, 0.023, 0.325], [0.068, 0.489, 0.023], [0.177, -0.078, -0.038], [-0.027, 0.509, 0.013], [0.129, 0.005, -0.236], [0.062, -0.957, -0.051], [0.123, 0.538, -0.254], [-0.167, 0.504, 0.323], [2.247, -0.591, 0.507], [-1.305, 0.063, 0.874], [-0.419, 0.422, -1.134]]}